Record 1
{"formula": "C30H59B4CaF12N10", "method": "wB97M-V/def2-TZVPD", "total_charge": 3, "largest_force_ev_per_a": 6.544, "e_lumo_ev": -6.50, "energy_ha": -3701.00899, "spin_multiplicity": 1, "species": ["F", "H", "H", "H", "H", "H", "H", "H", "H", "C", "C", "H", "C", "N", "C", "H", "H", "C", "H", "C", "H", "F", "H", "F", "C", "C", "H", "H", "H", "B", "N", "C", "H", "H", "H", "H", "H", "C", "H", "B", "N", "B", "B", "N", "N", "C", "H", "F", "H", "C", "H", "H", "C", "H", "H", "C", "H", "C", "Ca", "F", "C", "H", "H", "H", "H", "H", "H", "C", "C", "H", "C", "H", "H", "F", "F", "H", "F", "H", "H", "H", "H", "N", "H", "N", "N", "H", "H", "F", "F", "C", "N", "C", "H", "H", "H", "F", "N", "C", "C", "F", "H", "H", "H", "C", "H", "C", "H", "H", "C", "C", "C", "H", "C", "H", "C", "H"], "xyz": [[-6.021, -0.065, 2.103], [0.273, 0.348, 7.210], [7.355, 2.115, -0.859], [-2.539, -2.342, 5.863], [2.526, -3.144, -1.079], [-7.370, 6.198, 1.425], [4.805, -5.436, -0.280], [-2.146, -1.202, -6.816], [-6.858, 5.877, 3.649], [6.575, 6.364, -2.822], [-4.910, 6.991, 1.039], [-3.022, -5.130, 7.001], [-0.171, -4.029, 7.359], [-1.470, -3.837, 7.075], [7.511, 6.361, -4.051], [0.897, -4.448, 1.027], [2.801, -4.186, -3.455], [2.491, -5.816, 1.964], [4.298, -4.323, -2.425], [3.897, -5.419, 0.305], [8.460, 5.938, -3.722], [-5.790, -1.891, 3.380], [4.728, 1.557, -0.276], [-5.242, 0.165, 4.131], [5.403, 4.670, -1.349], [-4.173, 4.902, 1.236], [0.946, -0.930, 5.137], [-4.278, 3.827, 1.226], [-0.627, 1.157, 5.988], [-6.773, -1.134, -3.438], [-3.515, 7.000, 0.927], [6.897, 3.054, -1.132], [1.186, -0.675, -7.894], [-1.461, 0.019, 6.859], [5.569, -7.232, 1.637], [-6.129, 4.324, 3.581], [-1.289, -2.480, -5.871], [1.820, -5.008, 1.004], [-6.964, 4.656, 0.723], [-2.268, -1.451, -0.008], [-0.129, -0.778, -6.142], [-4.156, -6.652, -1.199], [-6.100, -0.574, 3.400], [2.709, -4.876, -0.137], [-0.346, -2.206, 6.014], [7.420, 4.192, -1.825], [5.564, 6.762, -2.908], [-5.418, -6.124, -1.217], [-2.168, -5.273, 8.541], [-1.617, -2.747, 6.252], [-3.141, -3.870, 8.313], [-3.094, 9.101, 1.133], [3.247, -4.588, -2.546], [4.808, 2.832, 1.010], [8.373, 4.403, -2.286], [0.588, -3.021, 6.722], [4.268, -0.814, -5.396], [-2.500, -4.570, 7.777], [-5.332, -2.890, 0.174], [-7.307, -0.391, 3.953], [-6.872, 4.946, 3.081], [-3.057, -0.740, -0.197], [-0.863, -2.087, -7.485], [2.966, 1.047, -7.564], [5.273, 0.239, -6.339], [-2.339, 8.294, -0.286], [-0.645, -0.754, 4.521], [4.629, 2.617, -0.043], [1.186, 0.437, -4.877], [2.094, -6.174, 2.903], [0.948, -0.445, -6.866], [3.574, 2.834, -0.214], [-2.455, -1.763, 1.008], [-7.361, -1.674, -4.621], [-3.460, -6.276, -2.291], [-0.829, -0.222, -4.165], [-6.355, 0.213, -3.569], [4.311, -1.033, -7.073], [-2.027, 5.470, 0.813], [1.629, 1.146, -4.194], [-1.742, 8.139, 1.367], [1.803, 0.261, -6.079], [3.344, 1.669, -5.966], [3.868, -5.927, 1.612], [-5.339, 5.734, 1.255], [-5.481, 7.907, 1.026], [-7.852, 4.554, 3.353], [-7.592, -1.274, -2.409], [-5.692, -1.908, -3.158], [4.862, -6.721, 2.291], [6.465, 5.075, -2.099], [-2.643, 8.184, 0.755], [4.339, -7.448, 2.911], [0.091, -4.871, 7.984], [4.483, 5.220, -1.214], [-4.161, -8.053, -1.149], [5.637, 3.407, -0.802], [2.321, -4.175, -1.367], [-0.097, -0.900, 5.452], [-3.667, -6.096, -0.125], [7.163, 5.725, -4.865], [1.662, -2.914, 6.690], [7.066, 7.136, -2.229], [-0.022, -0.182, -4.881], [5.365, -5.949, 2.872], [3.127, 0.759, -6.525], [-2.257, -2.317, -0.652], [7.547, 7.311, -4.583], [-6.714, 5.335, 1.538], [-1.181, -1.632, -6.547], [4.295, -0.242, -6.324], [1.265, -4.393, -1.530], [-0.470, 0.174, 6.432], [3.144, -5.671, -2.604], [-3.061, 5.702, 1.022], [-1.312, -0.952, 0.003]]}

Record 2
{"formula": "C30H59BrN3O2PdSbSi2", "method": "wB97M-V/def2-TZVPD", "total_charge": 2, "largest_force_ev_per_a": 0.565, "e_lumo_ev": -5.22, "energy_ha": -5013.99706, "spin_multiplicity": 1, "species": ["H", "H", "H", "O", "H", "C", "H", "H", "Sb", "H", "H", "H", "H", "H", "H", "H", "H", "C", "H", "H", "C", "Pd", "C", "C", "C", "H", "C", "H", "H", "O", "C", "H", "N", "H", "C", "H", "H", "H", "H", "H", "H", "C", "H", "C", "H", "H", "C", "H", "H", "H", "Si", "H", "H", "C", "H", "H", "H", "H", "H", "N", "H", "H", "C", "Si", "C", "H", "H", "C", "H", "H", "C", "H", "H", "C", "C", "H", "Br", "H", "N", "H", "C", "H", "H", "H", "C", "C", "C", "H", "C", "C", "C", "C", "C", "H", "H", "H", "C", "H", "C"], "xyz": [[-5.180, 1.897, -2.056], [1.145, -0.559, 5.033], [-3.352, -2.658, 1.875], [0.529, 1.607, -0.758], [1.480, -1.758, 2.584], [2.161, -3.406, -1.254], [6.033, 0.927, 2.766], [-0.266, -1.425, 0.166], [-3.154, -0.228, -0.249], [-4.918, -2.417, -1.613], [5.405, -1.408, -2.162], [-1.561, -3.814, -1.198], [6.135, 1.831, -0.299], [5.736, -3.907, 0.441], [-1.465, -2.263, -2.020], [-2.872, -4.052, 0.926], [-4.285, 2.789, 2.136], [-0.796, 5.424, -1.670], [4.496, 1.662, 2.349], [-0.528, -3.023, 0.876], [-3.607, 0.839, 1.599], [2.112, 0.045, -0.103], [-0.344, 4.183, -1.261], [6.678, -1.225, 0.807], [-1.171, 3.074, -1.417], [-3.033, 2.337, -2.144], [-4.695, -0.239, -1.817], [6.601, -1.990, 1.582], [4.225, -4.190, 1.308], [-1.549, 0.780, -0.805], [5.343, 1.138, -0.591], [-3.415, 0.543, -3.402], [1.437, 1.214, 3.843], [3.557, -0.287, -2.323], [1.482, -0.715, 2.842], [-5.081, 2.182, 0.694], [1.405, 1.930, 4.550], [-4.269, -3.117, 0.423], [-1.106, -1.585, 1.716], [1.362, -2.686, -1.071], [-6.411, 0.762, -2.543], [-0.976, -2.034, 0.732], [2.169, -3.653, -2.318], [-2.857, 4.453, -2.429], [-1.923, -0.004, 2.720], [-3.022, -3.104, -1.860], [1.924, 2.783, 1.964], [-5.913, -1.485, -0.471], [-2.381, 6.544, -2.582], [1.079, 3.451, 2.139], [3.838, -2.743, -0.679], [-3.415, 2.787, 0.605], [-2.513, 1.558, 3.276], [-3.998, -0.349, -3.171], [6.901, -1.722, -0.139], [-6.341, -1.556, -2.170], [-3.354, -1.222, -3.253], [2.053, -0.838, -2.633], [4.559, -5.052, -0.194], [2.572, -0.119, -2.139], [5.641, 0.714, -1.553], [3.288, -1.637, 1.397], [-2.086, -2.867, -1.358], [5.137, -0.165, 0.751], [-0.664, 1.765, -0.962], [-1.519, 1.471, 1.822], [7.536, -0.597, 1.057], [-2.297, -2.223, 0.006], [-3.825, 4.560, -2.900], [-4.279, -0.861, 2.806], [5.024, 0.710, 2.409], [2.807, 3.229, 2.423], [-4.771, -0.439, -3.939], [1.673, 1.433, 2.534], [-4.662, 0.070, 2.392], [-6.160, 1.065, -0.834], [0.304, 6.932, -1.432], [4.535, 0.092, 3.167], [1.698, 0.272, 1.899], [-4.970, 0.695, 3.235], [-5.495, -1.503, -1.481], [0.638, 4.076, -0.819], [2.335, 0.781, -2.548], [4.435, 1.728, -0.743], [4.872, -2.360, -2.214], [-4.126, 2.224, 1.213], [-2.419, 3.210, -2.005], [5.638, -3.129, -2.334], [-3.272, -3.036, 0.857], [4.669, -4.091, 0.315], [-5.645, 0.955, -1.786], [3.604, -1.234, 0.428], [-2.304, 0.960, 2.384], [-5.562, -0.142, 1.811], [1.906, -4.322, -0.717], [2.095, 2.706, 0.894], [-2.048, 5.568, -2.257], [4.282, -2.372, -3.134], [1.320, -0.140, 4.058]]}

Record 3
{"formula": "C30H60AsClIN3O3PSi", "method": "wB97M-V/def2-TZVPD", "total_charge": -1, "largest_force_ev_per_a": 5.310, "e_lumo_ev": 1.51, "energy_ha": -5192.86354, "spin_multiplicity": 1, "species": ["H", "N", "C", "H", "H", "C", "H", "C", "As", "C", "H", "H", "C", "H", "H", "C", "H", "H", "C", "H", "H", "C", "C", "H", "C", "C", "H", "H", "H", "C", "N", "H", "H", "P", "H", "H", "H", "H", "H", "H", "H", "C", "H", "H", "H", "H", "C", "C", "O", "I", "H", "H", "H", "C", "H", "C", "C", "H", "C", "H", "C", "H", "H", "H", "H", "H", "H", "Cl", "H", "C", "H", "H", "H", "C", "H", "O", "C", "C", "H", "H", "H", "Si", "N", "H", "H", "C", "C", "C", "H", "O", "H", "H", "H", "C", "C", "H", "H", "H", "H", "H", "C"], "xyz": [[0.051, 1.345, 1.969], [9.696, 0.771, -0.411], [-5.266, -2.305, 1.727], [2.440, 5.592, -1.796], [-1.078, 3.305, -5.480], [-0.740, -2.796, 3.800], [8.486, 1.654, -2.849], [1.015, 2.739, -3.845], [1.928, 1.586, -1.103], [-0.584, 2.256, -5.635], [1.047, 1.010, 4.061], [-2.179, 1.471, 2.053], [-0.618, 1.950, -7.279], [-0.441, 0.801, -7.521], [-1.384, 2.849, -1.423], [2.409, -0.367, -1.199], [-3.376, 1.629, -0.991], [-0.276, 0.818, -2.229], [1.005, 0.714, 1.742], [-1.338, -2.305, 1.646], [0.055, -3.605, 3.508], [-6.411, -0.959, 4.009], [-2.522, 1.232, -0.298], [-2.198, -2.948, -0.254], [0.008, -1.397, 4.223], [1.893, 1.561, -3.140], [-1.296, -3.196, 4.762], [-0.165, -0.117, -0.620], [2.984, 1.610, -3.621], [3.756, -0.795, -1.993], [7.520, -0.420, -0.609], [9.790, 0.524, -3.069], [9.504, 0.518, 0.583], [1.323, 3.793, -1.102], [-2.547, -1.667, 2.955], [-0.880, 2.597, 0.466], [1.709, -1.902, 2.643], [-1.640, 2.236, -7.773], [-1.162, 1.360, -5.146], [1.446, 0.525, -3.531], [-2.295, 3.916, 2.213], [-1.100, 2.081, -0.554], [-6.568, -0.947, 5.174], [-2.092, -4.911, 2.253], [3.507, -1.847, -2.507], [-3.820, -2.301, -0.976], [1.524, -1.222, 3.582], [-7.039, 0.190, 3.016], [-3.899, 2.649, 1.365], [4.389, 2.398, -1.203], [0.215, 2.555, -7.864], [-5.063, -2.977, 4.149], [-0.084, 2.865, -3.439], [-3.409, 3.557, 2.414], [-0.606, -0.459, 3.873], [1.677, 0.408, 3.247], [8.675, 0.321, -1.247], [-3.298, -4.136, 3.556], [-3.045, 1.428, 1.268], [4.875, -0.428, -0.035], [2.180, 1.460, 0.888], [2.797, 0.763, 3.237], [-3.777, 0.520, 1.508], [3.132, 0.744, 1.035], [1.588, 3.781, -3.958], [2.361, -1.493, 4.388], [4.095, -0.113, -2.878], [1.005, 4.655, 0.787], [-2.342, 0.090, -0.563], [5.004, -1.187, -0.948], [-4.419, -6.077, 0.079], [-7.245, 0.969, 0.707], [-7.659, 1.055, 3.515], [-2.786, -3.998, 2.493], [6.887, -1.845, -2.159], [0.838, 2.296, -5.271], [-5.141, -5.404, 0.750], [-1.900, -2.590, 2.632], [1.505, -0.893, -1.779], [-5.334, -6.032, 1.728], [-3.470, 3.075, 3.479], [-4.182, -3.780, 1.127], [8.818, 0.670, -2.717], [2.570, 2.460, 1.415], [4.895, -2.261, -0.495], [-5.912, -1.153, 0.709], [-0.020, 0.978, -1.070], [6.479, -0.867, -1.611], [-6.113, -5.254, 0.090], [2.768, 4.628, -1.722], [0.769, -0.378, 1.323], [6.285, -0.012, -2.421], [-5.726, -1.214, -0.462], [-3.304, -3.244, -0.506], [-5.508, -2.206, 3.379], [-4.052, 4.557, 2.449], [-3.257, -4.131, -1.271], [7.889, -1.203, -0.024], [0.140, -1.349, 5.404], [2.425, -0.932, -0.147], [-6.791, 0.106, 1.367]]}

Record 4
{"formula": "C30H60BBrN5O4S", "method": "wB97M-V/def2-TZVPD", "total_charge": -1, "largest_force_ev_per_a": 2.048, "s2": 2.0081, "e_lumo_ev": [2.26, 2.22], "energy_ha": -4750.78202, "spin_multiplicity": 3, "species": ["N", "H", "C", "H", "H", "H", "C", "H", "C", "C", "H", "C", "C", "H", "H", "H", "H", "H", "H", "H", "C", "C", "C", "N", "H", "H", "H", "H", "N", "C", "H", "H", "H", "C", "H", "H", "S", "H", "N", "O", "H", "C", "H", "C", "H", "H", "O", "H", "C", "H", "H", "C", "H", "C", "N", "H", "H", "C", "C", "H", "C", "H", "C", "H", "C", "C", "H", "O", "H", "C", "B", "H", "H", "H", "H", "C", "H", "O", "C", "H", "H", "H", "H", "H", "H", "H", "C", "H", "C", "H", "H", "C", "C", "H", "H", "H", "C", "H", "Br", "H", "H", "H"], "xyz": [[3.997, -3.455, 4.391], [2.901, 6.041, 3.798], [0.610, -5.142, 1.361], [4.539, 5.428, 0.511], [-6.360, -1.480, -4.030], [2.765, 2.223, 3.623], [-0.067, -0.459, 3.635], [1.131, 6.893, 1.849], [4.114, 3.624, 1.645], [-2.216, -0.452, -5.872], [1.026, -2.417, 1.720], [4.103, 4.437, 0.352], [1.774, 6.565, 1.031], [0.095, 3.803, -0.085], [0.875, -0.903, 3.338], [-0.740, -2.111, -0.971], [0.356, -6.136, 0.966], [-1.472, 0.139, -5.342], [-4.297, 1.393, -5.751], [-2.180, -2.064, 1.397], [-3.542, -0.521, -5.119], [-4.858, 0.177, -2.558], [2.866, -6.186, 1.705], [2.972, -2.712, 4.959], [-0.643, -0.618, -0.088], [-0.065, -4.238, -0.437], [0.888, -3.017, 4.941], [4.093, 6.164, 2.496], [-3.385, -1.333, -3.877], [-4.523, -1.211, -6.088], [-2.373, 0.015, -6.844], [-2.104, -0.363, 3.076], [-3.174, -1.505, -1.122], [0.254, 4.831, 0.237], [4.495, 5.312, 3.954], [2.147, -6.874, 2.122], [4.136, -5.770, 2.943], [2.788, 6.899, 1.238], [1.775, 4.328, 2.123], [-2.263, -1.043, -3.303], [-3.799, -3.021, -1.775], [1.767, 0.112, -0.446], [1.968, 0.711, -1.334], [3.101, 3.223, 3.892], [-6.096, 0.648, -4.281], [-0.391, -0.791, 4.613], [1.218, 3.165, 2.029], [1.459, 7.096, 0.132], [-4.481, -1.271, -2.864], [-4.040, 0.661, -2.016], [-3.170, 1.480, -4.414], [3.681, 5.503, 3.255], [-5.565, -1.142, -5.782], [1.216, -1.274, -0.920], [3.009, 0.100, 0.332], [4.737, 3.945, -0.388], [1.026, -1.177, -1.985], [-4.042, -1.975, -1.583], [-1.310, -2.060, 2.050], [-6.367, -2.278, -2.487], [1.890, -3.304, 4.704], [2.420, -4.052, 1.551], [-0.133, -1.570, -0.243], [2.682, 5.238, -1.060], [-0.255, -4.114, 0.630], [-4.011, 0.905, -4.816], [2.438, 3.609, 4.669], [2.150, -2.318, -0.802], [3.858, 2.586, 1.409], [2.109, -4.985, 1.097], [-0.036, -2.534, 1.104], [2.849, -0.414, 1.194], [-5.453, -2.984, -3.814], [3.421, -6.689, 0.922], [-5.331, 2.032, -3.544], [-5.731, -2.041, -3.340], [5.124, 3.605, 2.062], [2.106, -4.459, 4.003], [2.684, 4.561, -0.202], [4.100, 3.124, 4.315], [-0.519, 5.085, 0.964], [3.725, -0.411, -0.169], [-4.269, -2.266, -6.204], [2.243, -4.928, 0.023], [0.100, 0.613, 3.739], [-1.805, -1.449, -6.037], [-5.165, 0.988, -3.817], [-1.010, 0.078, 1.799], [3.146, 4.167, 2.695], [-5.722, 0.191, -1.889], [-1.302, -4.376, 0.812], [3.433, -4.455, 3.844], [1.649, 5.043, 0.818], [0.122, 5.470, -0.636], [0.390, -5.185, 2.421], [2.520, -2.320, 0.085], [-1.165, -0.646, 2.592], [1.025, 0.669, 0.109], [-1.701, -3.272, 3.569], [2.382, 3.580, -0.583], [-4.852, -1.943, -0.854], [-4.466, -0.748, -7.073]]}